*a*
Here is 2 unconnected molecules or ions with the total composition C10H16 from OMol25. Energies are from ωB97M-V with the def2-TZVPD basis set.

Expectation value of S²: 0.7560
Spin multiplicity: 2
Orbital gap (spin up / spin down), eV: 2.559 / 7.935
M, g/mol: 136.2
Total charge: -1

Cartesian coordinates (Å):
C: 1.392 -0.047 2.337
C: 0.744 0.683 3.640
C: 1.284 -1.476 2.729
H: 0.695 0.312 1.535
H: 2.415 0.357 1.992
H: -0.299 0.240 3.684
H: 0.902 1.832 3.598
H: 2.079 -1.991 2.228
H: 1.472 -1.802 3.824
H: 1.320 0.392 4.328
H: 0.348 -2.044 2.261
C: -2.300 1.854 -2.561
C: -1.667 -0.575 -2.513
C: -1.271 0.738 -2.173
C: -0.752 -1.562 -2.286
C: 0.501 -1.325 -1.672
C: -0.036 1.076 -1.589
C: 0.817 -0.023 -1.329
H: -2.568 -0.741 -3.081
H: -0.938 -2.554 -2.744
H: -3.346 1.638 -2.299
H: -2.267 1.999 -3.618
H: 1.267 -2.042 -1.516
H: 0.450 2.060 -1.658
H: 1.745 0.234 -1.035
H: -1.988 2.766 -2.082

---

*b*
Here is 2 unconnected molecules or ions with the total composition C10H16 from OMol25. Energies are from ωB97M-V with the def2-TZVPD basis set.

Expectation value of S²: 0.7577
Spin multiplicity: 2
Orbital gap (spin up / spin down), eV: 2.589 / 7.523
M, g/mol: 136.2
Total charge: -1

Cartesian coordinates (Å):
C: 0.837 -0.193 1.687
C: 0.131 -1.557 2.161
C: 1.549 0.075 0.409
C: 2.566 -0.750 0.168
C: 1.003 1.043 -0.575
C: 2.986 -0.884 -1.212
C: 1.429 0.901 -1.818
C: 2.439 -0.078 -2.167
H: -0.037 0.474 1.712
H: 1.394 0.079 2.556
H: -0.609 -1.894 1.445
H: 2.823 -1.549 0.931
H: 0.150 1.788 -0.334
H: 3.715 -1.582 -1.454
H: 0.898 1.161 -2.663
H: 2.689 -0.244 -3.206
H: -0.332 -1.403 3.113
H: 0.808 -2.226 2.212
C: -3.479 0.647 0.170
C: -2.705 0.998 -0.993
H: -3.328 1.440 0.901
H: -4.481 0.140 0.184
H: -2.946 -0.056 0.721
H: -2.848 0.459 -1.877
H: -1.598 1.174 -0.774
H: -3.052 2.037 -1.298

---

Most stable = *a*

---

*a*
Here is 2 unconnected molecules or ions with the total composition C9H16N3 from OMol25. Energies are from ωB97M-V with the def2-TZVPD basis set.

Orbital gap, eV: 8.483
M, g/mol: 166.2
Total charge: +1

Cartesian coordinates (Å):
C: 1.923 -1.547 -1.016
C: -1.119 0.674 -1.706
C: -0.274 -0.230 -1.058
C: -0.680 1.320 -2.845
C: 0.972 -0.525 -1.582
C: 0.547 1.003 -3.425
C: 1.345 0.034 -2.819
H: -2.081 0.950 -1.295
H: -0.490 -0.499 -0.037
H: -1.303 1.991 -3.416
H: 0.841 1.557 -4.305
H: 1.437 -2.510 -0.883
H: 2.338 -1.293 -0.035
H: 2.021 -0.486 -3.479
H: 2.761 -1.759 -1.676
C: 0.682 -0.962 2.748
C: -1.150 0.507 2.115
N: -0.074 0.291 2.873
N: -1.957 -0.506 1.753
N: -1.346 1.722 1.637
H: 0.436 1.082 3.232
H: -1.908 -1.387 2.246
H: -2.941 -0.247 1.717
H: -2.158 2.215 1.300
H: -0.605 2.399 1.770
H: 0.990 -1.372 3.707
H: 1.646 -0.715 2.290
H: 0.146 -1.708 2.188

---

*b*
Here is 2 unconnected molecules or ions with the total composition C9H16N3 from OMol25. Energies are from ωB97M-V with the def2-TZVPD basis set.

Orbital gap (spin up / spin down), eV: 6.356 / 6.357
M, g/mol: 166.2
Total charge: +1

Cartesian coordinates (Å):
C: -1.131 1.726 -2.807
C: -0.438 1.645 -0.768
C: -2.841 1.350 -1.167
C: 1.205 -1.113 0.016
C: 1.385 -1.343 -1.260
C: 0.892 -2.323 1.998
C: -0.614 -0.368 1.478
C: 2.018 -0.144 2.007
C: 0.853 -1.013 1.353
N: 0.146 1.928 -2.899
N: 0.554 1.877 -1.675
N: -1.534 1.549 -1.525
H: -1.895 1.785 -3.681
H: -3.634 2.141 -1.396
H: -2.884 1.062 -0.153
H: 1.238 -2.276 -1.656
H: -3.259 0.445 -1.721
H: 1.450 -0.591 -2.085
H: 0.028 -2.955 1.761
H: 1.814 -2.774 1.664
H: 0.662 -2.187 3.106
H: -0.370 0.598 1.013
H: -1.350 -1.110 1.013
H: -0.696 -0.236 2.523
H: 2.119 -0.304 3.025
H: 1.872 0.979 1.802
H: 2.905 -0.405 1.529
H: 1.504 2.054 -1.495

---

*c*
Here is a gas-phase ion, C9H16N3 (charge +1) from OMol25. Energies are from ωB97M-V with the def2-TZVPD basis set.

SMILES string: C=CNN(CC#[N+]C)C1CCC1
Orbital gap, eV: 6.778
M, g/mol: 166.2
Total charge: +1

Cartesian coordinates (Å):
C: -3.686 -1.923 0.174
C: -2.530 -1.318 -0.057
N: -2.241 0.028 -0.030
N: -0.916 0.447 -0.187
C: -0.436 0.448 -1.711
C: 0.976 0.474 -2.018
N: 2.143 0.659 -1.934
C: 3.453 0.592 -2.231
C: 0.100 -0.119 0.632
C: -0.156 -0.511 2.125
C: 0.975 0.488 2.564
C: 0.986 1.056 1.118
H: -3.933 -2.929 -0.049
H: -4.478 -1.227 0.618
H: -1.622 -1.848 -0.509
H: -2.925 0.735 -0.093
H: -0.734 1.502 -1.983
H: -0.969 -0.229 -2.308
H: 4.110 1.207 -1.513
H: 3.797 -0.395 -2.135
H: 3.631 1.111 -3.193
H: 0.563 -0.964 0.266
H: 0.073 -1.507 2.269
H: -1.187 -0.216 2.304
H: 0.624 1.184 3.348
H: 1.910 0.049 2.771
H: 0.598 2.082 1.213
H: 1.876 1.126 0.547

---

*d*
Here is 2 unconnected molecules or ions with the total composition C9H16N3 from OMol25. Energies are from ωB97M-V with the def2-TZVPD basis set.

Orbital gap, eV: 8.952
M, g/mol: 166.2
Total charge: +1

Cartesian coordinates (Å):
C: -2.168 1.560 -1.211
C: -2.001 -0.200 0.591
C: -1.604 1.060 0.132
C: -1.934 -0.425 1.986
C: -0.643 1.745 0.802
C: -1.116 0.346 2.799
C: -0.379 1.415 2.183
H: -2.604 -0.831 -0.089
H: -2.499 -1.303 2.175
H: -3.318 1.559 -1.230
H: -1.831 0.839 -1.950
H: -0.048 2.613 0.337
H: -0.982 0.143 3.762
H: 0.337 1.858 2.666
H: -1.630 2.368 -1.516
C: 2.771 -0.849 0.723
C: 1.337 -0.913 -1.419
N: 2.506 -0.697 -0.719
N: 0.285 -1.545 -0.912
N: 1.463 -0.744 -2.803
H: 3.196 -0.335 -1.399
H: 0.024 -1.641 0.073
H: -0.324 -1.972 -1.459
H: 0.703 -0.927 -3.380
H: 2.177 -0.363 -3.415
H: 2.889 -1.971 0.927
H: 1.815 -0.664 1.175
H: 3.580 -0.128 1.171

---

Most stable = *a*

---

*a*
Here is a molecular structure, C9H16N3 from OMol25. Energies are from ωB97M-V with the def2-TZVPD basis set.

Orbital gap, eV: 9.430
M, g/mol: 166.2
Total charge: +1

Cartesian coordinates (Å):
C: -1.972 2.533 1.768
C: -1.882 2.983 0.515
C: -0.921 0.990 0.673
C: 0.871 -2.392 0.782
C: 1.042 -0.376 0.688
C: 1.019 -1.388 -0.367
C: 2.327 -1.613 -1.223
C: -0.209 -1.492 -1.220
C: -0.970 1.913 -1.506
N: -1.254 1.417 1.910
N: -1.276 1.961 -0.122
N: 0.986 -1.293 1.693
H: -2.273 3.185 2.535
H: -2.261 3.845 0.032
H: -0.121 -2.877 0.871
H: 1.460 -3.262 0.990
H: 1.596 0.454 0.841
H: 2.112 -1.111 -2.210
H: 2.628 -2.657 -1.317
H: 3.174 -1.090 -0.839
H: -0.356 -0.780 -1.964
H: -1.151 -1.648 -0.538
H: -0.156 -2.528 -1.873
H: -0.230 1.076 -1.680
H: -1.898 1.650 -2.159
H: -0.396 2.804 -1.760
H: -1.168 0.920 2.805
H: 1.278 -1.225 2.676

---

*b*
Here is a gas-phase ion, C9H16N3 (charge +1) from OMol25. Energies are from ωB97M-V with the def2-TZVPD basis set.

SMILES string: CC1=CN[C@@]2(C3CC3)[N@@H+]1[C@@]2(C)N
Orbital gap, eV: 10.225
M, g/mol: 166.2
Total charge: +1

Cartesian coordinates (Å):
C: 1.558 -1.509 2.282
C: 0.412 -1.225 1.323
C: -0.693 -1.871 1.007
N: -1.374 -1.202 -0.063
C: -0.602 -0.100 -0.502
C: -1.459 1.169 -0.667
C: -1.962 1.832 0.592
C: -1.106 2.588 -0.384
N: 0.522 0.004 0.427
C: 0.713 -0.374 -1.121
C: 1.432 0.769 -1.804
N: 1.141 -1.618 -1.322
H: 1.121 -1.551 3.319
H: 2.006 -2.610 2.049
H: 2.382 -0.859 2.021
H: -1.137 -2.797 1.202
H: -2.334 -0.963 0.104
H: -2.317 1.007 -1.354
H: -1.675 1.423 1.578
H: -2.899 2.265 0.478
H: -1.673 3.383 -0.753
H: 0.006 2.808 -0.329
H: 0.632 0.884 0.963
H: 1.223 0.684 -2.924
H: 2.491 0.491 -1.711
H: 1.098 1.630 -1.271
H: 0.582 -2.481 -1.244
H: 1.911 -1.777 -1.895

---

Most stable = *b*